No. 1
Below is C39H50N12O4PS2ScSi as an isolated structure, with properties calculated with the ωB97M-V functional and the def2-TZVPD basis.

Each line ends with the Löwdin charge.
Positions of all 110 atoms, in Å:
Sc  -0.3588  0.6222  1.1278  0.61
N  -4.0608  2.5014  2.7774  0.05
C  -3.4324  1.4364  2.2552  -0.11
N  -2.3279  1.8142  1.6694  0.07
C  -2.2847  3.1755  1.8758  -0.33
N  -3.3474  3.6241  2.5450  0.13
C  -1.1654  3.9421  1.4391  -0.21
C  -1.0462  5.3144  1.6907  -0.08
N  0.0011  6.0255  1.3406  0.08
C  0.9812  5.3377  0.7096  -0.10
C  0.8843  3.9875  0.4464  -0.11
N  -0.1692  3.2510  0.7944  0.09
H  -4.8957  2.5351  3.3389  0.16
H  -3.8104  0.4346  2.3101  0.15
H  -1.8441  5.8312  2.2081  0.11
H  1.8520  5.9176  0.4347  0.10
H  1.6761  3.4611  -0.0708  0.10
S  1.4607  -1.1604  2.1858  0.66
C  1.0995  -0.9407  3.8583  -0.69
C  1.3468  -1.9964  4.7304  -0.08
C  1.0560  -1.9240  6.0887  -0.21
C  1.3459  -3.0115  6.9235  -0.21
N  1.6168  -3.9101  7.5913  0.14
C  0.4820  -0.7381  6.6078  -0.22
C  0.2763  0.3397  5.7470  -0.08
C  0.5854  0.2758  4.3928  -0.70
S  0.3924  1.7036  3.4338  0.60
C  0.1250  -0.6499  7.9584  -0.22
N  -0.1879  -0.5635  9.0652  0.13
H  1.7744  -2.8993  4.3216  0.11
H  -0.1271  1.2643  6.1370  0.10
O  -2.6235  -0.2044  -0.4760  -0.27
C  -3.2504  -1.4193  -0.2111  -0.22
C  -3.2049  -2.1067  0.9831  -0.20
C  -4.0545  -3.2182  1.1846  0.00
C  -4.1061  -3.8906  2.3999  -0.24
C  -3.2751  -3.4980  3.4651  -0.06
C  -2.4019  -2.4550  3.2907  -0.02
C  -2.3148  -1.7370  2.0754  -0.35
O  -1.4790  -0.7737  1.9453  -0.25
N  -5.0180  -4.9362  2.5723  -0.37
O  -5.7083  -5.2954  1.6053  -0.01
O  -5.1365  -5.4683  3.6854  -0.01
H  -3.9173  -1.7735  -0.9840  0.07
H  -4.7111  -3.5367  0.3908  0.10
H  -3.3342  -4.0305  4.4022  0.09
H  -1.7376  -2.1493  4.0886  0.10
C  -2.0271  2.1998  -1.8765  -0.15
Si  -3.3311  0.9003  -1.4664  0.45
C  -3.9523  0.0556  -3.0796  -0.17
C  -4.8904  1.6820  -0.6488  -0.16
H  -2.0112  2.4257  -2.9382  0.02
H  -1.0417  1.8357  -1.5800  -0.03
H  -2.2150  3.1243  -1.3423  0.01
H  -4.2052  0.7971  -3.8318  0.01
H  -4.8426  -0.5459  -2.9150  0.02
H  -3.1848  -0.5875  -3.4996  0.02
H  -5.6283  1.9957  -1.3820  0.01
H  -4.6249  2.5561  -0.0606  0.00
H  -5.3759  0.9690  0.0113  0.02
N  0.5416  0.7165  -0.6731  -0.27
P  1.6253  -0.0476  -1.4216  0.62
N  1.3110  -1.6625  -1.8825  -0.20
C  0.5349  -2.4647  -0.9651  -0.23
C  -0.5081  -3.2901  -1.7169  -0.17
C  0.1658  -4.1528  -2.7803  -0.21
C  1.0118  -3.2664  -3.6896  -0.19
C  2.0131  -2.4629  -2.8522  -0.24
N  2.0042  0.5804  -3.0037  -0.19
C  2.3909  1.9685  -2.8440  -0.26
C  2.8869  2.5479  -4.1682  -0.17
C  1.8780  2.2799  -5.3019  -0.20
C  0.5951  1.6808  -4.7345  -0.20
C  0.9321  0.3998  -3.9776  -0.23
N  3.2078  -0.0180  -0.7752  -0.22
C  3.4651  0.6716  0.4644  -0.28
C  4.6736  1.6098  0.3090  -0.18
C  5.6710  1.0066  -0.6859  -0.21
C  5.6005  -0.5138  -0.6104  -0.18
C  4.2327  -0.9788  -1.1263  -0.21
H  0.0349  -1.7788  -0.2647  0.06
H  1.1850  -3.1359  -0.3809  0.12
H  -1.2148  -2.6094  -2.1941  0.11
H  -1.0614  -3.9090  -1.0090  0.12
H  -0.5872  -4.6845  -3.3684  0.10
H  0.8025  -4.8994  -2.2976  0.11
H  0.3582  -2.5732  -4.2228  0.10
H  1.5478  -3.8718  -4.4269  0.10
H  2.5993  -1.8027  -3.4924  0.09
H  2.6975  -3.1719  -2.3569  0.11
H  3.1829  1.9923  -2.0939  0.09
H  1.5631  2.5759  -2.4471  0.10
H  3.8488  2.0933  -4.4138  0.10
H  3.0501  3.6217  -4.0426  0.10
H  2.3028  1.5716  -6.0203  0.10
H  1.6540  3.2044  -5.8407  0.10
H  -0.1052  1.4470  -5.5411  0.11
H  0.1150  2.3929  -4.0647  0.09
H  1.2613  -0.3525  -4.7111  0.10
H  0.0357  0.0148  -3.4767  0.11
H  3.6569  -0.0472  1.2718  0.06
H  2.5569  1.2285  0.7385  0.06
H  5.1441  1.7350  1.2850  0.11
H  4.3537  2.5956  -0.0346  0.09
H  6.6830  1.3624  -0.4788  0.10
H  5.4097  1.3094  -1.7012  0.10
H  5.7392  -0.8309  0.4241  0.11
H  6.3901  -0.9738  -1.2100  0.10
H  4.0097  -1.9764  -0.7178  0.11
H  4.2587  -1.0484  -2.2176  0.10

Values from the calculation:
- LUMO level (spin up / spin down): 3.23 / 3.23 eV
- Net charge: -2
- ΔE to the lowest compared entry with this formula, charge and spin: 16.4 kcal per mole
- Maximum force: 2.782 eV/A
- Electronic energy: -4662.3462 Eh
- HOMO (spin up / spin down): 0.25 / 0.25 eV
- Frontier orbital gap (spin up / spin down): 0.1095 / 0.1096 Eh

No. 2
Below is an isolated ion of composition C5H7F2N2 and charge +1, with properties calculated with the ωB97M-V functional and the def2-TZVPD basis.

Each line ends with the Löwdin charge.
Positions of all 16 atoms, in Å:
C  1.9919  -0.8036  0.1143  0.00
C  0.6608  -0.9687  -0.1013  0.03
C  1.0621  1.0273  0.7207  -0.01
C  -1.9594  -0.0740  -1.1624  0.11
C  -1.2983  0.3069  0.3499  -0.46
N  2.1999  0.4170  0.6338  0.15
N  0.1484  0.1934  0.3048  0.02
F  -1.5920  1.4738  0.8747  0.18
F  -1.6587  -0.7491  1.1691  0.10
H  2.8573  -1.4938  0.0848  0.16
H  -0.0862  -1.6652  -0.3656  0.13
H  0.7984  2.0163  1.0647  0.18
H  -1.6598  0.5691  -1.9303  0.07
H  -3.0593  0.0006  -0.9567  0.12
H  -1.5260  -0.9993  -1.4039  0.04
H  3.1209  0.7493  0.6033  0.18

Values from the calculation:
- LUMO level: -3.38 eV
- Net charge: +1
- ΔE to the lowest compared entry with this formula, charge and spin: 1.6 kcal per mole
- SMILES string: CC(F)(F)[n+]1cc[nH]c1
- Maximum force: 4.752 eV/A
- Electronic energy: -503.6989 Eh
- HOMO: -14.99 eV
- Frontier orbital gap: 0.4266 Eh

No. 3
Below is a 2-piece molecular cluster, CH2NO2S overall, with properties calculated with the ωB97M-V functional and the def2-TZVPD basis.

Each line ends with the Löwdin charge.
Positions of all 7 atoms, in Å:
C  1.4900  0.3488  -0.3777  -0.54
N  -0.7763  -0.0900  0.2256  -0.56
O  1.4105  1.4970  -0.5074  0.14
O  1.9924  -0.6836  -0.2271  0.13
S  -2.5647  0.0280  -0.2868  -0.15
H  -0.7565  0.0573  1.2590  -0.02
H  -0.7954  -1.1574  -0.0855  -0.01

Values from the calculation:
- LUMO level: 3.57 eV
- Net charge: -1
- ΔE to the lowest compared entry with this formula, charge and spin: 15.9 kcal per mole
- Maximum force: 3.490 eV/A
- Electronic energy: -642.7574 Eh
- HOMO: -2.29 eV
- Frontier orbital gap: 0.2154 Eh

No. 4
Below is a 2-piece molecular cluster, C11H19N2O4 overall, with properties calculated with the ωB97M-V functional and the def2-TZVPD basis.

Each line ends with the Löwdin charge.
Positions of all 36 atoms, in Å:
O  -0.2532  2.1444  -3.1465  0.00
O  -1.2559  -2.6158  0.9607  -0.06
O  -2.1108  1.0894  1.2352  0.02
O  0.8411  -3.0161  0.3784  -0.08
C  -0.5355  1.0663  -2.6441  -0.57
C  -0.1492  -2.2626  0.5001  -0.73
C  -2.3160  0.1497  0.4688  -0.45
C  3.1061  -0.4372  1.9660  0.05
C  2.9601  0.9179  1.7660  -0.42
N  -3.4927  -0.4827  0.5437  0.03
N  -0.8996  0.9861  -1.3687  0.12
C  -0.4870  -0.1879  -3.4922  0.00
C  2.7291  1.4614  0.3807  -0.09
C  3.0192  1.8706  2.9289  -0.09
C  -3.9957  -1.5491  -0.3212  -0.08
C  0.0122  -0.8219  0.0042  -0.07
C  -1.2671  -0.2187  -0.6072  -0.20
H  3.0336  -1.1445  1.1431  0.05
H  3.2602  -0.8581  2.9541  0.05
H  -4.0614  -0.2021  1.3250  0.14
H  -0.8961  1.8500  -0.8483  0.14
H  0.2015  -0.9005  -3.0423  0.08
H  -1.4820  -0.6215  -3.5509  0.08
H  -0.1390  0.0746  -4.4887  0.08
H  1.7581  1.9641  0.3311  0.07
H  2.7412  0.6603  -0.3648  0.07
H  3.5109  2.1817  0.1240  0.07
H  2.0790  2.4254  3.0047  0.08
H  3.8371  2.5831  2.7898  0.07
H  3.1814  1.3356  3.8697  0.07
H  -3.9860  -1.2260  -1.3621  0.07
H  -3.3741  -2.4403  -0.2135  0.07
H  -5.0155  -1.8053  -0.0358  0.08
H  0.3375  -0.1958  0.8355  0.11
H  0.8021  -0.8114  -0.7488  0.10
H  -1.6937  -0.9632  -1.2747  0.12

Values from the calculation:
- LUMO level: 3.17 eV
- Net charge: -1
- Maximum force: 2.988 eV/A
- Electronic energy: -841.1129 Eh
- HOMO: -4.53 eV
- Frontier orbital gap: 0.2830 Eh

Question: Look up the net charge of the second one.
Answer: +1

Repeat the second record exactly.
Below is an isolated ion of composition C5H7F2N2 and charge +1, with properties calculated with the ωB97M-V functional and the def2-TZVPD basis.

Each line ends with the Löwdin charge.
Positions of all 16 atoms, in Å:
C  1.9919  -0.8036  0.1143  0.00
C  0.6608  -0.9687  -0.1013  0.03
C  1.0621  1.0273  0.7207  -0.01
C  -1.9594  -0.0740  -1.1624  0.11
C  -1.2983  0.3069  0.3499  -0.46
N  2.1999  0.4170  0.6338  0.15
N  0.1484  0.1934  0.3048  0.02
F  -1.5920  1.4738  0.8747  0.18
F  -1.6587  -0.7491  1.1691  0.10
H  2.8573  -1.4938  0.0848  0.16
H  -0.0862  -1.6652  -0.3656  0.13
H  0.7984  2.0163  1.0647  0.18
H  -1.6598  0.5691  -1.9303  0.07
H  -3.0593  0.0006  -0.9567  0.12
H  -1.5260  -0.9993  -1.4039  0.04
H  3.1209  0.7493  0.6033  0.18

Values from the calculation:
- LUMO level: -3.38 eV
- Net charge: +1
- ΔE to the lowest compared entry with this formula, charge and spin: 1.6 kcal per mole
- SMILES string: CC(F)(F)[n+]1cc[nH]c1
- Maximum force: 4.752 eV/A
- Electronic energy: -503.6989 Eh
- HOMO: -14.99 eV
- Frontier orbital gap: 0.4266 Eh